The following is a quantum chemistry calculation of a molecular structure, C24H38As3MnN4S in a non-equilibrium geometry, from the OMol25 dataset.

Net charge ... +2
LUMO level (spin up / spin down) ... -7.22 / -7.21 eV
2S+1 ... 5
HOMO-LUMO gap (spin up / spin down) ... 5.64 / 5.66 eV

Geometry as XYZ:
```
71
Properties=species:S:1:pos:R:3:mulliken_charge:R:1
Mn -0.26303 -0.31797 -0.79436 -0.55
N -3.50192 2.51671 -0.40296 -0.37
C -2.68693 1.48158 -0.58247 0.56
S -0.97584 1.83024 -0.87666 -0.39
N -3.12325 0.26070 -0.55074 -1.26
N -2.16168 -0.66738 -0.73829 0.89
C -2.51921 -1.92077 -0.89441 0.61
C -3.90880 -2.38654 -0.88271 -0.12
C -4.37638 -3.18170 -1.93507 -0.28
C -5.67631 -3.65326 -1.92253 -0.83
C -6.50890 -3.36610 -0.84867 -0.47
C -6.05094 -2.57442 0.19619 -0.80
C -4.76405 -2.06870 0.17531 -0.11
C -1.40234 -2.84679 -1.10664 0.98
C -1.55138 -4.22779 -1.09093 -0.65
C -0.44917 -5.03267 -1.32888 -0.62
C 0.78085 -4.43682 -1.57033 -0.97
C 0.87259 -3.06236 -1.51187 0.10
N -0.18112 -2.27126 -1.27453 -0.02
H -3.16763 3.45486 -0.54010 0.22
H -4.49681 2.36394 -0.34106 0.25
H -3.73159 -3.38938 -2.78073 0.57
H -6.03826 -4.24651 -2.75130 0.42
H -7.51775 -3.75578 -0.82754 0.43
H -6.69905 -2.34772 1.03197 0.43
H -4.41098 -1.44229 0.98175 0.44
H -2.52329 -4.64888 -0.88396 0.59
H -0.54967 -6.10962 -1.31744 0.49
H 1.65921 -5.02842 -1.78421 0.48
H 1.82602 -2.57070 -1.65243 0.31
C 0.75551 -1.58487 2.80554 -1.35
As 0.16372 -0.15341 1.61654 1.40
C -1.35669 0.47757 2.65191 -1.33
C 1.36555 1.35634 1.98753 -1.17
C 2.71672 1.41705 1.25850 1.92
C 3.42765 0.05485 1.35102 -1.71
C 2.58521 1.83503 -0.21247 -1.13
As 1.84991 0.57143 -1.53523 0.92
C 3.42476 -0.43986 -2.08915 -1.42
C 1.74589 1.79960 -3.03963 -1.35
C 3.60041 2.45822 1.96959 -2.03
As 3.20665 4.42618 2.00864 0.31
C 1.27497 4.63257 1.67074 -0.96
C 3.82315 4.92721 0.21411 -1.00
H 1.00190 -1.16661 3.78005 0.45
H 1.61580 -2.12081 2.41228 0.39
H -0.06923 -2.28722 2.92515 0.45
H -1.02102 0.71578 3.65984 0.48
H -2.12721 -0.29012 2.70940 0.40
H -1.78061 1.37052 2.19558 0.32
H 1.53495 1.34634 3.06625 0.67
H 0.76815 2.23972 1.75522 -0.01
H 2.84666 -0.71329 0.82322 0.04
H 3.53935 -0.25171 2.39129 0.41
H 4.41962 0.10442 0.90037 0.46
H 3.57665 2.08248 -0.59756 0.99
H 1.95945 2.72443 -0.30231 -0.20
H 4.24624 0.26530 -2.19783 0.48
H 3.22673 -0.89737 -3.05816 0.50
H 3.70822 -1.20977 -1.37499 0.44
H 2.71514 2.27544 -3.17828 0.42
H 0.98934 2.55791 -2.85288 0.44
H 1.48271 1.26075 -3.94882 0.46
H 4.60790 2.42057 1.54497 0.57
H 3.69671 2.17386 3.01879 0.55
H 0.69067 4.30940 2.53059 0.31
H 0.93009 4.12342 0.76823 0.16
H 1.11535 5.70217 1.53990 0.47
H 4.86842 4.64958 0.08743 0.33
H 3.74969 6.00970 0.12624 0.42
H 3.22258 4.47299 -0.57598 0.19
```


The following is a quantum chemistry calculation of a molecular structure, C25H19Cl2CuF3N2O3PS, from the OMol25 dataset.

Net charge ... -1
LUMO level (spin up / spin down) ... 2.73 / 2.65 eV
2S+1 ... 2
HOMO-LUMO gap (spin up / spin down) ... 6.43 / 7.59 eV

Geometry as XYZ:
```
57
Properties=species:S:1:pos:R:3:nbo_charge:R:1
Cu -0.45910 0.17044 0.10249 0.87
N 2.94278 -0.29520 0.40333 -0.82
C 3.24782 -0.13784 1.74642 0.20
C 4.52108 -0.48098 2.22564 -0.27
C 4.83674 -0.39301 3.56621 -0.19
C 3.88480 0.04032 4.48152 -0.28
C 2.62002 0.36363 4.02201 -0.18
C 2.28015 0.29282 2.67102 -0.34
P 0.55916 0.70621 2.21568 1.17
C 0.10649 2.25390 3.06814 -0.38
C 1.06667 3.20680 3.40104 -0.14
C 0.68775 4.43288 3.92838 -0.24
C -0.65483 4.72413 4.12361 -0.22
C -1.61780 3.78036 3.79481 -0.22
C -1.23853 2.55186 3.27388 -0.19
C -0.24893 -0.51206 3.43934 -0.36
C -0.63084 -0.25831 4.75642 -0.17
C -1.19292 -1.26052 5.53771 -0.25
C -1.37916 -2.53310 5.01725 -0.23
C -1.00220 -2.79792 3.70763 -0.20
C -0.45086 -1.79343 2.92788 -0.20
H 3.75139 -0.37356 -0.19567 0.36
H 2.26720 0.40903 0.08198 0.44
H 5.26076 -0.83191 1.51380 0.20
H 5.83051 -0.66684 3.90056 0.20
H 4.12060 0.11618 5.53510 0.20
H 1.86767 0.68690 4.73082 0.21
H 2.11465 2.99136 3.23102 0.22
H 1.44551 5.16687 4.17459 0.21
H -0.94950 5.68566 4.52605 0.20
H -2.66854 4.00217 3.93574 0.21
H -1.99449 1.82169 3.00967 0.23
H -0.48852 0.72719 5.18538 0.20
H -1.48614 -1.04323 6.55872 0.20
H -1.82473 -3.31099 5.62544 0.20
H -1.15733 -3.78143 3.28124 0.21
H -0.19084 -2.00194 1.89472 0.23
F -4.18821 -1.93994 -1.94118 -0.32
C -3.14272 -2.72755 -1.66382 0.70
F -3.59541 -3.78863 -0.98560 -0.32
F -2.63739 -3.16439 -2.82255 -0.32
S -1.87401 -1.82818 -0.68531 2.30
O -2.58723 -1.27103 0.44480 -0.97
O -0.88233 -2.82720 -0.37906 -0.96
O -1.41747 -0.78428 -1.61272 -1.01
Cl -1.98469 2.48082 0.01475 0.00
C -0.55897 3.48749 0.03469 -0.07
C -0.73069 4.83074 -0.24881 -0.23
C 0.35859 5.68174 -0.28658 -0.25
C 1.62216 5.16177 -0.04045 -0.26
C 1.76919 3.82141 0.24780 0.04
Cl 3.37505 3.23130 0.57719 -0.03
C 0.69495 2.89277 0.30788 0.07
N 0.94680 1.57793 0.58062 -1.09
H -1.72885 5.19970 -0.44430 0.22
H 0.22864 6.73203 -0.50961 0.21
H 2.50070 5.79290 -0.06260 0.22
```


The following is a quantum chemistry calculation of a single C2H7NO molecule in a non-equilibrium geometry, from the OMol25 dataset.

LUMO level ... 0.93 eV
Structure (SMILES) ... CNCO
HOMO-LUMO gap ... 9.92 eV

Geometry as XYZ:
```
11
Properties=species:S:1:pos:R:3:nbo_charge:R:1
C -0.28221 -1.09596 -0.92964 -0.42
N 0.55653 -0.66833 0.16003 -0.65
C -0.11105 0.57108 0.81400 0.09
O 0.12985 1.85448 0.23684 -0.74
H -1.05605 -1.89200 -0.72651 0.18
H 0.37571 -1.54101 -1.63106 0.20
H -0.88395 -0.28266 -1.38202 0.18
H 1.53831 -0.42685 0.02017 0.37
H -1.16876 0.41702 0.74738 0.16
H 0.14457 0.67603 1.90019 0.15
H 0.75704 2.38819 0.79063 0.47
```


The following is a quantum chemistry calculation of a molecular structure, C38H50CrN6S in a non-equilibrium geometry, from the OMol25 dataset.

LUMO level (spin up / spin down) ... -0.43 / -0.72 eV
2S+1 ... 5
HOMO-LUMO gap (spin up / spin down) ... 5.58 / 5.40 eV

Geometry as XYZ:
```
96
Properties=species:S:1:pos:R:3:mulliken_charge:R:1
Cr 0.10854 0.51298 -0.48937 1.29
C 4.38593 -4.12950 0.30903 -0.92
C 4.25600 -3.43221 -1.05048 -1.19
C 3.60934 -2.08265 -0.94083 0.38
C 4.21056 -0.85255 -0.78570 1.00
C 5.67738 -0.54720 -0.72749 -1.09
C 6.18225 -0.32315 0.70337 -0.95
C 3.15302 0.09309 -0.63346 -0.50
N 1.92738 -0.54973 -0.65101 0.04
C 2.20980 -1.86854 -0.82423 -0.19
C 1.21660 -2.94558 -0.91079 -0.69
C 0.13632 -3.07810 -0.11943 1.26
C -1.14583 -3.74903 -0.47262 -0.93
C -1.15741 -5.23395 -0.75320 -1.16
C -1.01670 -5.56707 -2.24452 -1.35
C -2.24059 -2.95619 -0.58341 1.58
C -2.07494 -1.47946 -0.50379 0.51
C -3.08792 -0.54809 -0.81263 -0.76
C -2.88440 0.83283 -0.76966 -0.31
N -1.67290 1.44653 -0.67585 -0.11
C -1.90291 2.80196 -0.65721 -0.20
C -0.92050 3.75337 -0.58958 -0.14
C 0.47758 3.52090 -0.53002 -0.43
N 1.04979 2.29952 -0.51768 -0.36
C 2.41205 2.49232 -0.48372 -0.71
C 3.34682 1.47557 -0.53853 0.19
C 2.69843 3.90141 -0.44996 0.88
C 1.49115 4.54354 -0.47360 0.90
C 1.23085 6.01933 -0.50179 -1.28
C 0.94499 6.53853 -1.91564 -1.14
C 4.06254 4.51242 -0.35176 -1.27
C 4.59383 4.52448 1.08598 -1.09
C -3.33889 3.05076 -0.73080 0.78
C -3.94095 1.84084 -0.81884 0.45
C -5.40683 1.53864 -0.82902 -1.28
C -5.94924 1.24144 0.57427 -0.94
C -3.97557 4.40286 -0.67168 -1.09
C -4.02916 4.97218 0.75136 -1.04
N -0.89007 -1.00154 -0.14314 -0.39
C -3.60375 -3.52650 -0.88633 -1.37
C -4.41103 -3.78052 0.39039 -1.06
H 4.87517 -5.10170 0.21648 0.40
H 3.40060 -4.27836 0.75540 0.16
H 4.97132 -3.51592 0.99689 0.21
H 3.66654 -4.06592 -1.71926 0.31
H 5.24421 -3.33231 -1.50461 0.42
H 5.90119 0.33620 -1.33123 0.42
H 6.23188 -1.37331 -1.17701 0.32
H 5.62795 0.48250 1.18860 0.21
H 7.24329 -0.06412 0.71239 0.38
H 6.04705 -1.22487 1.30377 0.24
H 1.32451 -3.62784 -1.75261 0.29
H -2.08162 -5.67861 -0.37501 0.58
H -0.33473 -5.69913 -0.20641 0.45
H -1.81335 -5.10040 -2.82598 0.26
H -1.05974 -6.64589 -2.40478 0.44
H -0.06647 -5.20632 -2.63979 0.27
H -4.09072 -0.88863 -1.03204 0.18
H -1.24093 4.78883 -0.59871 0.35
H 4.38270 1.79760 -0.54353 0.22
H 2.09442 6.54630 -0.09088 0.44
H 0.38749 6.25903 0.15158 0.42
H 1.79837 6.35026 -2.57011 0.31
H 0.74574 7.61209 -1.91201 0.37
H 0.08088 6.03027 -2.34811 0.28
H 4.02844 5.53388 -0.73451 0.45
H 4.75954 3.96777 -0.99270 0.43
H 3.93798 5.11330 1.73022 0.31
H 5.59720 4.95218 1.13508 0.38
H 4.63155 3.51119 1.49060 0.24
H -5.60211 0.68031 -1.47664 0.38
H -5.95042 2.38128 -1.26042 0.44
H -5.44873 0.36972 1.00026 0.20
H -7.02311 1.04694 0.55249 0.38
H -5.76730 2.08575 1.24166 0.21
H -4.98795 4.34345 -1.07506 0.33
H -3.42465 5.09260 -1.31659 0.40
H -4.63086 4.33171 1.39932 0.25
H -4.46812 5.97160 0.75836 0.37
H -3.02894 5.03264 1.18387 0.27
H -3.50374 -4.45442 -1.44798 0.31
H -4.15388 -2.84327 -1.53273 0.53
H -3.90382 -4.51212 1.02577 0.22
H -5.40696 -4.16537 0.16381 0.44
H -4.52385 -2.85787 0.96460 0.23
C -2.05442 -4.28426 3.93552 -0.96
N -0.99700 -4.23467 2.93128 -0.16
C -0.02871 -3.31531 2.82071 0.35
N 0.35595 -2.69983 3.94658 -0.36
S -0.06202 -1.96090 1.20649 -0.32
H -3.01453 -4.05704 3.46921 0.21
H -1.88932 -3.54238 4.71234 0.39
H -2.11231 -5.26293 4.41141 0.29
H -1.25397 -4.63514 2.04166 0.21
H -0.18280 -2.68186 4.79973 0.13
H 1.04155 -1.97060 3.84597 0.24
```